Below is a molecular structure, C44H49CaN7O2S2Se, with properties calculated with ωB97M-V/def2-TZVPD.

## Properties
energy	-6115.525959	hartree
maximum force	0.24	eV Å⁻¹
charge	-2
relative energy (zero: lowest compared OMol25 entry of this formula, charge and spin)	7.4	kcal per mole
spin multiplicity	1
highest occupied orbital energy	-0.90	eV

Structure (XYZ):
```
106
Properties=species:S:1:pos:R:3:forces:R:3
Ca 1.3335 -0.8892 -0.7002 -0.1 0.2 0.1
C -0.8912 -0.8998 1.7552 0.0 0.0 0.0
N -0.8162 -1.8355 0.6345 0.0 0.0 0.0
C -0.6331 -3.2154 1.1180 0.0 0.0 0.0
C 0.7886 -3.7702 1.0379 0.0 0.0 0.0
C 1.7950 -3.1487 1.9925 0.0 0.0 0.0
N 2.0697 -1.7598 1.6480 0.1 0.0 0.0
C 3.0734 -1.2154 2.2082 0.0 0.1 0.0
C 3.4944 0.1706 2.0794 0.0 0.0 0.0
C 4.6889 0.5343 2.7108 0.0 0.0 0.0
C 5.1858 1.8194 2.6735 0.0 0.0 0.0
C 4.4571 2.7831 1.9633 0.0 0.0 0.0
C 3.2758 2.4671 1.3379 0.0 0.0 0.0
C 2.7226 1.1491 1.3674 0.0 0.0 0.1
O 1.6102 0.8824 0.7967 0.1 0.0 -0.1
C -2.0494 -1.6854 -0.1545 0.0 0.0 0.0
C -2.1598 -2.5126 -1.4296 0.0 0.0 0.0
C -1.1468 -2.1909 -2.5203 -0.1 0.0 0.0
N 0.2114 -2.5626 -2.1497 0.1 0.0 0.0
C 0.8187 -3.3716 -2.9258 0.0 0.0 0.0
C 2.1856 -3.8605 -2.8179 0.0 0.0 0.0
C 2.5420 -4.8854 -3.7049 0.0 0.0 0.0
C 3.8040 -5.4365 -3.7319 0.0 0.0 0.0
C 4.7592 -4.9366 -2.8403 0.0 0.0 0.0
C 4.4519 -3.9201 -1.9686 0.0 0.0 0.0
C 3.1680 -3.3140 -1.9352 0.0 0.1 0.0
O 2.9530 -2.3051 -1.1651 0.0 -0.2 0.0
H -1.8030 -1.0733 2.3541 0.0 0.0 0.0
H -0.8987 0.1206 1.3753 0.0 0.0 0.0
H -0.0154 -0.9955 2.3903 0.0 0.0 0.0
H -1.2628 -3.8731 0.5204 0.0 0.0 0.0
H -1.0043 -3.2896 2.1534 0.0 0.0 0.0
H 1.1556 -3.6784 0.0136 0.0 0.0 0.0
H 0.7279 -4.8416 1.2577 0.0 0.0 0.0
H 2.7213 -3.7361 1.9849 0.0 0.0 0.0
H 1.3897 -3.1902 3.0143 0.0 0.0 0.0
H 3.7113 -1.8167 2.8774 0.0 0.0 0.0
H 5.2384 -0.2393 3.2407 0.0 0.0 0.0
H 6.1196 2.0713 3.1589 0.0 0.0 0.0
H 4.8382 3.7968 1.8921 0.0 0.0 0.0
H 2.7439 3.2120 0.7585 0.0 0.0 0.0
H -2.1228 -0.6275 -0.4299 0.0 0.0 0.0
H -2.9199 -1.9114 0.4932 0.0 0.0 0.0
H -3.1530 -2.3023 -1.8396 0.0 0.0 0.0
H -2.1441 -3.5857 -1.2128 0.0 0.0 0.0
H -1.1558 -1.1181 -2.7378 0.0 0.0 0.0
H -1.4495 -2.6801 -3.4541 0.0 0.0 0.0
H 0.2744 -3.7720 -3.7929 0.0 0.0 0.0
H 1.7902 -5.2305 -4.4086 0.0 0.0 0.0
H 4.0603 -6.2011 -4.4530 0.0 0.0 0.0
H 5.7699 -5.3302 -2.8599 0.0 0.0 0.0
H 5.2066 -3.4973 -1.3161 0.0 0.0 0.0
S 0.9563 0.8026 -2.8752 0.1 0.0 -0.1
C 1.5794 -0.2759 -4.1250 -0.1 0.0 0.0
C 2.9223 -0.6549 -4.0781 0.1 0.0 0.0
C 3.5147 -1.5216 -4.9954 0.0 0.0 0.0
C 4.9093 -1.8246 -4.9035 0.0 0.0 0.0
N 6.0410 -2.0355 -4.8341 0.0 0.0 0.0
C 2.7103 -2.0546 -6.0155 0.0 0.0 0.0
C 1.3797 -1.6777 -6.0944 0.0 0.0 0.0
C 0.7651 -0.7699 -5.2030 0.0 0.0 0.0
S -0.8792 -0.3261 -5.4875 0.0 0.0 0.0
C 3.2312 -2.9804 -6.9802 0.1 0.1 0.0
N 3.6362 -3.7109 -7.7743 0.0 0.0 0.0
H 3.5398 -0.2561 -3.2832 0.0 0.0 0.0
H 0.7661 -2.0806 -6.8898 0.0 0.0 0.0
C -5.9736 3.0286 -0.8283 0.0 0.0 0.0
C -5.6845 3.1797 0.6605 0.0 0.0 0.0
C -5.6225 1.8424 1.3973 0.0 0.0 0.0
C -4.3663 1.0308 1.0891 0.0 0.0 0.0
N -3.1713 1.6610 1.6145 0.0 0.0 0.0
C -2.2019 2.2853 0.8659 0.0 0.0 0.0
Se -2.1236 2.4352 -0.9397 -0.1 0.0 0.0
N -1.2499 2.7081 1.7457 0.0 0.0 0.0
C -0.0405 3.4220 1.3556 0.0 0.0 0.0
C -0.2730 4.8979 1.0637 0.0 0.0 0.0
C -0.9212 5.7067 2.1916 0.0 0.0 0.0
C -2.4455 5.5973 2.2519 0.0 0.0 0.0
C -1.5791 2.3200 3.0294 0.0 0.0 0.0
C -0.9238 2.4681 4.2400 0.0 0.0 0.0
C -1.5335 1.9288 5.3666 0.0 0.0 0.0
C -2.7562 1.2652 5.2838 0.0 0.0 0.0
C -3.4148 1.1176 4.0682 0.0 0.0 0.0
C -2.8067 1.6567 2.9473 0.0 0.0 0.0
H -6.0406 4.0031 -1.3139 0.0 0.0 0.0
H -6.9197 2.5042 -0.9897 0.0 0.0 0.0
H -5.1777 2.4776 -1.3298 0.0 0.0 0.0
H -6.4569 3.8004 1.1244 0.0 0.0 0.0
H -4.7364 3.7091 0.7940 0.0 0.0 0.0
H -6.4938 1.2351 1.1299 0.0 0.0 0.0
H -5.6759 2.0117 2.4771 0.0 0.0 0.0
H -4.2115 0.9218 0.0153 0.0 0.0 0.0
H -4.4342 0.0296 1.5230 0.0 0.0 0.0
H 0.3693 2.9042 0.4892 0.0 0.0 0.0
H 0.6803 3.2890 2.1634 0.0 0.0 0.0
H -0.8727 4.9858 0.1544 0.0 0.0 0.0
H 0.7099 5.3166 0.8308 0.0 0.0 0.0
H -0.6623 6.7601 2.0514 0.0 0.0 0.0
H -0.4882 5.4148 3.1552 0.0 0.0 0.0
H -2.8798 5.8060 1.2714 0.0 0.0 0.0
H -2.8610 6.3127 2.9653 0.0 0.0 0.0
H -2.7800 4.6049 2.5538 0.0 0.0 0.0
H 0.0346 2.9648 4.3048 0.0 0.0 0.0
H -1.0413 2.0186 6.3263 0.0 0.0 0.0
H -3.1988 0.8504 6.1802 0.0 0.0 0.0
H -4.3585 0.5929 4.0002 0.0 0.0 0.0
```
Positions in Å, forces in eV/Å.



Below is a molecular structure, C19H37N2O3S, with properties calculated with ωB97M-V/def2-TZVPD.

## Properties
energy	-1479.277007	hartree
maximum force	1.08	eV Å⁻¹
charge	+1
spin multiplicity	1
highest occupied orbital energy	-11.43	eV

Structure (XYZ):
```
62
Properties=species:S:1:pos:R:3:forces:R:3
C -4.6347 -3.0552 1.6558 0.0 -0.2 0.6
C -3.6966 -4.2495 1.4762 -0.4 -0.1 -0.6
C -3.1928 -4.4659 0.0431 0.4 0.8 0.0
C -2.6228 -3.1748 -0.5937 0.0 -0.3 0.4
C -1.4367 -3.4398 -1.5370 -0.1 0.6 0.0
C -0.1006 -2.9284 -0.9740 -0.4 -0.5 -0.4
C -0.0643 -1.4116 -0.9487 0.2 0.0 0.4
C 1.1647 -0.7995 -0.2655 -0.5 0.4 0.3
C 0.8484 0.6285 0.2380 0.3 -0.1 -0.7
C 1.9434 1.6742 -0.0601 -0.6 0.5 0.7
C 1.4142 2.7977 -0.9546 -0.1 -0.1 -0.3
C 1.5016 2.3949 -2.4290 0.0 0.3 0.3
C 0.9380 3.4508 -3.3963 0.2 -1.0 0.2
S -0.6424 3.0351 -4.1542 -0.2 0.6 -0.3
C -1.8536 3.0818 -2.8084 0.2 -0.8 0.2
C -2.2021 1.7145 -2.1885 0.0 0.0 0.2
O -2.3021 1.6110 -1.0055 0.0 0.1 0.0
N -0.4883 1.4143 -4.5830 -0.3 0.2 0.0
C -1.0347 1.1679 -5.6780 0.2 0.4 0.0
O -1.5093 0.9577 -6.6933 0.0 -0.4 0.1
H -4.2907 -2.1476 1.1651 0.0 0.0 -0.1
H -5.6474 -3.3014 1.3386 0.0 0.1 -0.3
H -4.7093 -2.8244 2.7201 0.0 0.1 0.0
H -2.8259 -4.1611 2.1265 0.0 0.1 0.1
H -4.2563 -5.1407 1.7645 0.2 -0.1 0.3
H -3.9746 -4.8539 -0.6100 0.0 -0.3 0.1
H -2.3519 -5.1592 0.0871 -0.2 -0.4 -0.1
H -2.3039 -2.5437 0.2407 0.2 0.1 -0.1
H -3.4155 -2.6116 -1.0874 0.0 0.0 -0.1
H -1.5979 -2.9026 -2.4777 0.0 -0.2 -0.1
H -1.3870 -4.5023 -1.7720 0.1 0.0 -0.1
H 0.0369 -3.3444 0.0275 0.1 0.1 0.1
H 0.7040 -3.3313 -1.5941 0.2 0.1 0.1
H -0.9369 -1.0417 -0.4058 -0.1 -0.1 0.0
H -0.1589 -1.0197 -1.9699 0.0 0.0 -0.1
H 1.4350 -1.4013 0.6020 0.2 -0.2 -0.1
H 2.0185 -0.7671 -0.9436 0.1 -0.2 0.0
H -0.0551 0.9738 -0.2672 -0.1 -0.1 0.0
H 0.6051 0.6203 1.2966 0.1 0.0 0.1
H 2.2328 2.1326 0.8856 0.2 -0.1 0.0
H 2.8322 1.2186 -0.4977 0.1 0.0 0.0
H 0.3638 2.9978 -0.7193 0.0 0.0 0.2
H 1.9403 3.7387 -0.7771 0.2 0.0 -0.2
H 2.5544 2.2586 -2.6734 0.0 -0.1 -0.2
H 1.0108 1.4294 -2.5694 0.0 -0.1 -0.1
H 1.6040 3.5681 -4.2489 -0.1 0.3 -0.1
H 0.7423 4.4062 -2.9078 0.0 0.2 -0.1
H -2.7716 3.4974 -3.2227 0.1 0.2 -0.1
H -1.4513 3.7036 -2.0126 0.0 0.2 -0.1
H -2.3936 0.8682 -2.8637 0.0 0.0 -0.1
C 2.6123 0.9180 5.5186 0.0 0.0 0.0
C 2.7952 1.3696 4.0900 -0.1 0.0 0.0
O 1.9237 1.2070 3.2466 0.1 0.1 0.0
N 3.9709 1.9669 3.7694 0.0 0.0 0.1
C 5.1052 2.2389 4.6343 0.0 0.1 -0.3
H 1.6312 0.4641 5.6131 0.0 0.0 -0.1
H 3.3696 0.1822 5.7904 0.0 0.0 0.1
H 2.6768 1.7651 6.2021 0.1 0.0 0.0
H 4.0352 2.2442 2.8031 0.0 0.0 0.0
H 5.3046 3.3107 4.6662 0.0 0.0 0.1
H 5.9943 1.7316 4.2579 0.0 0.0 0.1
H 4.9097 1.8927 5.6428 0.0 0.0 0.0
```
Positions in Å, forces in eV/Å.



For reference, E_LUMO by record: 3.51, -4.13 eV.